No. 1
{
  "formula": "C33H48AlF3O19S",
  "method": "ωB97M-V/def2-TZVPD",
  "multiplicity": 1,
  "total_charge": 2,
  "mol_weight_g_mol": 864.8,
  "e_homo_ev": -14.34,
  "total_energy_ev": -99460.2020,
  "homo_lumo_gap_ha": 0.06309,
  "elements": ["Al", "C", "F", "F", "F", "S", "O", "O", "O", "O", "C", "O", "C", "C", "C", "H", "H", "H", "H", "H", "H", "O", "C", "O", "C", "C", "C", "H", "H", "H", "H", "H", "H", "O", "C", "O", "C", "C", "C", "H", "H", "H", "H", "H", "H", "O", "C", "O", "C", "C", "C", "H", "H", "H", "H", "H", "H", "O", "C", "O", "C", "C", "C", "H", "H", "H", "H", "H", "H", "O", "C", "O", "C", "C", "C", "H", "H", "H", "H", "H", "H", "O", "C", "O", "C", "C", "C", "H", "H", "H", "H", "H", "H", "O", "C", "O", "C", "C", "C", "H", "H", "H", "H", "H", "H"],
  "positions_angstrom": [[3.63969, 2.52245, -3.37911], [1.03553, -0.44940, 0.25948], [2.29943, -0.59294, 0.45178], [0.33585, -1.60141, 0.63396], [0.51844, 0.65523, 0.87722], [0.79578, -0.24151, -1.68199], [-0.61406, -0.01436, -1.72810], [1.72188, 0.83133, -2.08034], [1.18593, -1.53280, -2.30511], [-0.98863, -2.71586, 4.29620], [-0.05490, -1.95003, 4.52281], [1.03916, -2.43789, 5.19199], [2.04642, -1.43355, 5.48791], [1.46445, -0.22071, 4.87676], [0.12577, -0.42426, 4.40589], [2.97810, -1.69945, 4.98855], [2.14172, -1.22098, 6.55272], [2.05260, 0.00353, 3.98687], [1.60145, 0.64547, 5.52411], [0.25026, -0.37766, 3.32402], [-0.76618, 0.16040, 4.63105], [-5.32474, 1.47573, -5.59463], [-4.08077, 1.38887, -5.52080], [-3.35499, 0.64970, -6.29511], [-2.19213, 0.00580, -5.67813], [-2.31112, 0.67441, -4.30361], [-3.35861, 1.75978, -4.19683], [-1.32802, 0.45266, -6.16979], [-2.16653, -1.08115, -5.60076], [-1.43648, 1.19950, -3.91971], [-2.60846, 0.02323, -3.48163], [-3.05860, 2.80475, -4.27515], [-4.11034, 1.61337, -3.42123], [1.27443, -6.23315, -4.39534], [0.69357, -5.20174, -4.73206], [1.25543, -4.23200, -5.43336], [0.38576, -3.10346, -5.59897], [-0.66800, -3.36857, -4.57763], [-0.77626, -4.89345, -4.31371], [0.14254, -3.04302, -6.65977], [0.88403, -2.16504, -5.35567], [-1.62088, -2.84628, -4.66329], [-0.37244, -2.81261, -3.68788], [-1.48586, -5.34963, -5.00397], [-1.15015, -5.02186, -3.29792], [-1.92258, -3.94094, -1.13615], [-0.98819, -4.05178, -0.30558], [-1.22436, -4.13633, 1.00756], [-0.03833, -4.49257, 1.75174], [0.98668, -4.84093, 0.62452], [0.47522, -4.44564, -0.66864], [-0.12217, -5.34380, 2.42737], [0.46618, -3.70582, 2.31261], [0.88179, -5.92568, 0.60446], [2.05213, -4.68887, 0.79712], [0.59956, -5.22840, -1.41692], [1.09282, -3.59176, -0.94714], [5.32925, 2.80143, -0.94841], [5.60385, 2.21105, 0.10048], [6.43325, 1.10492, 0.10584], [6.31673, 0.44840, 1.43993], [5.19404, 1.17364, 2.11824], [5.03724, 2.54741, 1.46708], [7.30152, 0.44808, 1.90715], [6.18429, -0.62692, 1.32049], [5.29656, 1.31283, 3.19444], [4.32801, 0.52014, 2.01324], [5.56512, 3.15657, 2.20082], [3.98225, 2.80606, 1.37657], [2.08445, 2.93083, 2.95719], [0.94273, 3.23485, 3.30459], [-0.15169, 2.56967, 3.06600], [-1.25171, 3.24493, 3.58901], [-0.72043, 4.65363, 3.84832], [0.66892, 4.47214, 4.18504], [-1.41698, 2.74558, 4.54370], [-2.12658, 3.02642, 2.97667], [-1.22114, 5.18148, 4.65997], [-0.87723, 5.10326, 2.86784], [0.91216, 4.16346, 5.20173], [1.33280, 5.30534, 3.95448], [1.70800, 3.52218, -1.19260], [0.50707, 3.67070, -1.06857], [-0.16515, 3.89378, 0.08570], [-1.51218, 4.03041, -0.06107], [-1.83991, 3.37336, -1.37668], [-0.58055, 3.76354, -2.10364], [-1.79848, 5.08171, -0.03102], [-1.92841, 3.57989, 0.83998], [-2.63592, 3.84531, -1.95265], [-1.84224, 2.28338, -1.37122], [-0.61420, 4.78660, -2.47822], [-0.47102, 3.00019, -2.87397], [-5.53204, -1.62859, 2.23209], [-4.51474, -1.31454, 1.66477], [-4.36713, -1.27101, 0.28925], [-3.13383, -0.61450, -0.08653], [-3.05228, 0.34517, 1.08521], [-3.38049, -0.49870, 2.31126], [-3.29705, -0.14400, -1.05611], [-2.20853, -1.17086, -0.23618], [-3.89385, 1.03788, 1.07992], [-2.19337, 0.97633, 1.31324], [-3.64427, -0.02155, 3.25511], [-2.65582, -1.27042, 2.57087]],
  "lowdin_charge": [1.0805, -0.5596, 0.1886, 0.0873, 0.1148, 0.5327, -0.2838, -0.4207, -0.2788, 0.1201, -0.3913, 0.0368, -0.1093, -0.2065, -0.0800, 0.1350, 0.1382, 0.1145, 0.1366, 0.1055, 0.1348, 0.1941, -0.4104, 0.0771, -0.0346, -0.1580, -0.0395, 0.1367, 0.1126, 0.0961, 0.1058, 0.1304, 0.1326, 0.2107, -0.3909, 0.0887, -0.1238, -0.1566, 0.0198, 0.1394, 0.1302, 0.1115, 0.0914, 0.1409, 0.1084, 0.1475, -0.3588, 0.0724, -0.0957, -0.1615, -0.0769, 0.1441, 0.1006, 0.1247, 0.1377, 0.1355, 0.1056, -0.0363, -0.4060, 0.0278, -0.1166, -0.1788, -0.0450, 0.1263, 0.1218, 0.1226, 0.0976, 0.1412, 0.1056, 0.0936, -0.4670, 0.0158, -0.1611, -0.1561, -0.0691, 0.1278, 0.1190, 0.1381, 0.1262, 0.1435, 0.1435, 0.0332, -0.4229, 0.0361, -0.1930, -0.1344, -0.0837, 0.1459, 0.1088, 0.1253, 0.1022, 0.1496, 0.1111, 0.2566, -0.3581, 0.0650, -0.1151, -0.1361, -0.0219, 0.1226, 0.1015, 0.1345, 0.1081, 0.1432, 0.1239]
}

No. 2
{
  "formula": "C8H32FeO20S3",
  "method": "ωB97M-V/def2-TZVPD",
  "multiplicity": 6,
  "total_charge": -3,
  "mol_weight_g_mol": 600.4,
  "e_homo_ev": [2.28, 2.33],
  "total_energy_ev": -116653.6591,
  "homo_lumo_gap_ha": [0.13822, 0.13653],
  "elements": ["Fe", "S", "O", "O", "O", "O", "S", "O", "O", "O", "O", "S", "O", "O", "O", "O", "C", "O", "H", "H", "H", "H", "C", "O", "H", "H", "H", "H", "C", "O", "H", "H", "H", "H", "C", "O", "H", "H", "H", "H", "C", "O", "H", "H", "H", "H", "C", "O", "H", "H", "H", "H", "C", "O", "H", "H", "H", "H", "C", "O", "H", "H", "H", "H"],
  "positions_angstrom": [[-0.36918, -1.01680, 1.83767], [2.25032, -3.05177, 2.14884], [1.86178, -3.77778, 3.38402], [1.21732, -2.07202, 1.70656], [3.26181, -2.30391, 2.93113], [2.72038, -3.98608, 1.12399], [0.11554, 0.36489, -0.52364], [0.43427, 0.52853, 0.90441], [-0.61869, -0.86041, -0.13883], [-0.78398, 1.34993, -1.10708], [1.29303, 0.11367, -1.33207], [0.04834, -0.92473, 4.56879], [1.26009, -1.53490, 5.05555], [0.28686, -0.01521, 3.44280], [-0.68450, -1.82733, 3.63676], [-0.74156, -0.34831, 5.63497], [2.84511, -2.62920, -1.84461], [1.89088, -3.53801, -1.39110], [2.95267, -1.90085, -1.03536], [3.87163, -2.94455, -2.06141], [2.52324, -2.05027, -2.71168], [2.04875, -3.75133, -0.45188], [4.01509, 1.00237, 0.13558], [3.55556, 1.29490, -1.19096], [3.88125, 1.88058, 0.77419], [3.55643, 0.16057, 0.65445], [5.10336, 0.91983, 0.08671], [2.73244, 0.78178, -1.30437], [-2.15528, -3.86335, 1.99229], [-1.45907, -2.87997, 1.27249], [-2.70383, -3.42203, 2.82075], [-2.85680, -4.37458, 1.32261], [-1.44151, -4.64511, 2.26048], [-0.99832, -3.37478, 0.58755], [-2.10218, 3.41693, 0.76746], [-2.82996, 2.25954, 0.33382], [-2.31021, 3.67299, 1.80696], [-1.03072, 3.38255, 0.58288], [-2.50410, 4.28143, 0.23059], [-2.37715, 1.90259, -0.45111], [1.37218, 3.80458, -1.56114], [-0.03637, 3.86578, -1.61783], [1.92479, 4.69182, -1.87973], [1.71874, 3.78685, -0.52205], [1.77439, 2.90404, -2.02384], [-0.31642, 2.93410, -1.61691], [-3.18324, -0.15256, 2.87262], [-2.12557, 0.10733, 1.96112], [-2.82272, -0.11373, 3.90081], [-3.98050, 0.57987, 2.72412], [-3.72911, -1.09460, 2.78276], [-2.32404, 0.86748, 1.39133], [-3.62769, 1.24917, -3.26248], [-3.18608, 0.81736, -2.00134], [-3.06516, 2.15622, -3.50430], [-3.35967, 0.58253, -4.08786], [-4.70096, 1.38452, -3.13178], [-2.22523, 0.96086, -1.96273], [0.77799, 0.87292, -4.38841], [1.67095, -0.12904, -3.92567], [0.11015, 0.68060, -5.22915], [0.40447, 1.44330, -3.53729], [1.39284, 1.64001, -4.87994], [1.77715, -0.05921, -2.96051]],
  "nbo_charge": [1.8294, 2.5653, -1.0789, -1.0645, -1.0636, -1.0567, 2.6671, -1.0261, -1.0681, -1.0876, -1.0335, 2.6162, -0.9662, -1.0460, -1.0740, -1.0557, -0.2450, -0.7860, 0.1835, 0.1202, 0.1636, 0.5173, -0.2560, -0.7933, 0.1417, 0.2278, 0.1390, 0.4983, -0.2281, -0.7261, 0.1962, 0.1261, 0.1929, 0.4998, -0.2544, -0.7728, 0.1648, 0.2094, 0.1406, 0.5148, -0.2635, -0.7768, 0.1470, 0.1629, 0.1946, 0.5047, -0.2407, -0.7704, 0.2216, 0.1534, 0.1567, 0.5276, -0.2436, -0.7430, 0.1570, 0.1469, 0.1638, 0.4999, -0.2565, -0.7656, 0.1541, 0.1883, 0.1321, 0.5177]
}

No. 3
{
  "formula": "C5H7NO",
  "method": "ωB97M-V/def2-TZVPD",
  "multiplicity": 1,
  "total_charge": 0,
  "mol_weight_g_mol": 97.1,
  "e_homo_ev": -9.41,
  "total_energy_ev": -8834.8075,
  "homo_lumo_gap_ha": 0.36603,
  "elements": ["C", "C", "C", "C", "O", "C", "N", "H", "H", "H", "H", "H", "H", "H"],
  "positions_angstrom": [[-0.32249, -1.92728, 0.00427], [0.48421, 1.99189, 0.01131], [0.27518, -0.56227, -0.05025], [-0.19524, 0.66590, 0.08211], [1.72744, -0.47858, 0.16614], [-1.74874, 0.69024, -0.04074], [-2.90247, 0.79366, -0.11037], [2.11173, -1.32717, -0.11446], [0.05948, -2.46632, 0.87611], [-1.41226, -1.90626, 0.07104], [-0.04442, -2.48730, -0.89390], [1.03530, 2.09921, -0.92813], [1.17248, 2.10459, 0.85441], [-0.24019, 2.80968, 0.07244]],
  "nbo_charge": [-0.6820, -0.6312, 0.3533, -0.1446, -0.7086, 0.2640, -0.3557, 0.4740, 0.2374, 0.2571, 0.2305, 0.2351, 0.2361, 0.2345]
}

What energy above the lowest of the compared OMol25 structures with the same formula, charge and spin values result from the calculations? In sequence: 80.0; 0.0; 32.2 kcal/mol.